[1]
Density functional theory data (wB97M-V/def2-TZVPD) for a 2-piece molecular cluster, C7H14N2 overall in a non-equilibrium geometry.

Computed properties:
- strongest force on any atom (hartree/bohr) = 0.020
- gap between HOMO and LUMO (eV) = 9.543
- energy above the lowest of the compared OMol25 structures with the same formula, charge and spin (kJ/mol) = 24.3
- highest occupied orbital energy (hartree) = -0.317
- lowest unoccupied orbital energy (hartree) = 0.034

Geometry as ORCA input:
```
! wB97M-V def2-TZVPD RIJCOSX def2/J DEFGRID3
* xyz 0 1
C 0.708 -2.454 0.320
C -1.136 -1.275 1.646
C 0.134 -1.732 1.499
C 0.099 -0.628 3.334
N -1.149 -0.532 2.807
N 0.894 -1.306 2.569
H -2.022 -1.261 1.023
H -2.006 -0.284 3.276
H 0.581 -3.526 0.432
H 1.743 -2.170 0.163
H 0.400 -0.097 4.223
H 0.206 -2.137 -0.600
C -0.061 1.344 -2.394
C -0.609 0.971 -1.003
C 1.049 2.395 -2.356
H 0.227 0.420 -2.893
H -0.918 1.707 -2.970
H -1.067 1.803 -0.478
H 0.822 3.262 -2.966
H 1.301 2.701 -1.340
H 0.196 0.599 -0.373
H -1.373 0.206 -1.163
H 1.981 1.995 -2.755
*
```

Partial atomic charges computed with the Löwdin method, in multiples of e: atom 1 (C): -0.05, atom 2 (C): -0.09, atom 3 (C): -0.37, atom 4 (C): -0.22, atom 5 (N): 0.04, atom 6 (N): 0.09, atom 7 (H): 0.12, atom 8 (H): 0.14, atom 9 (H): 0.07, atom 10 (H): 0.07, atom 11 (H): 0.11, atom 12 (H): 0.07, atom 13 (C): -0.31, atom 14 (C): -0.14, atom 15 (C): -0.12, atom 16 (H): 0.09, atom 17 (H): 0.09, atom 18 (H): 0.07, atom 19 (H): 0.06, atom 20 (H): 0.07, atom 21 (H): 0.06, atom 22 (H): 0.06, atom 23 (H): 0.06

***

[2]
Density functional theory data (wB97M-V/def2-TZVPD) for one molecule with the formula C5H8N2 in a non-equilibrium geometry.

Computed properties:
- strongest force on any atom (hartree/bohr) = 0.021
- gap between HOMO and LUMO (eV) = 10.790
- energy above the lowest of the compared OMol25 structures with the same formula, charge and spin (kJ/mol) = 158.1
- highest occupied orbital energy (hartree) = -0.363
- lowest unoccupied orbital energy (hartree) = 0.034

Geometry as ORCA input:
```
! wB97M-V def2-TZVPD RIJCOSX def2/J DEFGRID3
* xyz 0 1
C 1.087 -0.323 1.680
C 0.103 -0.532 0.558
C -1.320 -0.120 0.660
N -0.371 0.669 -0.113
C -0.526 0.580 -1.554
C 0.791 0.594 -2.211
N 1.831 0.568 -2.715
H 0.841 0.592 2.227
H 2.104 -0.220 1.286
H 1.072 -1.165 2.380
H 0.299 -1.394 -0.085
H -2.058 -0.706 0.110
H -1.692 0.354 1.565
H -1.053 -0.334 -1.881
H -1.108 1.439 -1.905
*
```

Partial atomic charges computed with the Löwdin method, in multiples of e: atom 1 (C): -0.05, atom 2 (C): -0.34, atom 3 (C): -0.10, atom 4 (N): -0.09, atom 5 (C): -0.20, atom 6 (C): -0.20, atom 7 (N): 0.14, atom 8 (H): 0.08, atom 9 (H): 0.08, atom 10 (H): 0.08, atom 11 (H): 0.14, atom 12 (H): 0.11, atom 13 (H): 0.11, atom 14 (H): 0.12, atom 15 (H): 0.13